The following is a DFT calculation (ωB97M-V/def2-TZVPD) of a structure of composition C21H31O4Re.

```
57
Properties=species:S:1:pos:R:3
O -0.275 -0.326 -3.143
C -0.121 0.968 -3.824
C -0.041 0.397 -5.222
H 0.848 1.427 -3.602
H -0.966 1.636 -3.617
C -0.064 -0.940 -4.451
H 0.915 0.626 -5.701
H -0.911 0.600 -5.847
C 1.297 -1.605 -4.487
H 2.041 -0.884 -4.116
H 1.521 -1.943 -5.510
H 1.304 -2.471 -3.818
C -1.209 -1.836 -4.901
H -2.170 -1.317 -4.818
H -1.245 -2.751 -4.302
H -1.056 -2.121 -5.953
Re -0.654 -0.658 2.406
C -2.236 -0.972 3.765
C -1.927 0.430 3.675
C -2.158 0.860 2.315
H -1.714 1.069 4.519
C -2.589 -0.286 1.555
C -2.624 -1.419 2.441
H -2.988 -2.403 2.169
H -2.193 -1.565 4.675
H -2.084 1.873 1.944
H -2.844 -0.286 0.502
C 0.729 -1.909 3.778
C -0.041 -2.699 2.844
C 0.455 -2.409 1.508
H -0.786 -3.444 3.103
C 1.617 -1.563 1.667
C 1.810 -1.305 3.048
H 2.668 -0.808 3.496
H 0.608 -1.897 4.863
H 0.100 -2.849 0.578
H 2.266 -1.241 0.860
O 1.732 0.927 -1.712
C 0.711 0.313 -0.869
C -0.538 1.206 -0.904
H 1.088 0.318 0.183
H 0.535 -0.729 -1.149
C 0.088 2.603 -1.061
H -1.071 1.142 0.046
H -1.238 0.922 -1.691
C 1.584 2.330 -1.345
H -0.031 3.113 -0.091
H -0.371 3.220 -1.850
H 2.134 2.484 -0.393
H 2.030 2.957 -2.131
C 1.253 2.165 5.063
O 0.273 1.419 4.301
C 0.611 1.048 3.028
O 1.508 1.577 2.394
H 0.673 2.732 5.789
H 1.837 2.812 4.408
H 1.907 1.461 5.582
```

Values from the calculation:
<S²>: 3.7682
LUMO (alpha / beta): -0.1047 / -0.2170 hartree
HOMO level (alpha / beta): -10.125 / -11.558 eV
2S+1: 4
Strongest force on any atom: 4.6 eV/Å
Net charge: +1

Here are the Mulliken charges for atoms 1 to 6, given in e:
1. O -0.250
2. C -0.134
3. C -0.921
4. H 0.002
5. H 0.321
6. C 1.346